(1)
Molecular formula: C7H14O
Method: DFT, wB97M-V/def2-TZVPD

```
22
Properties=species:S:1:pos:R:3
C 1.25 1.27 1.01
C 0.39 0.38 1.49
C -0.82 -0.05 0.82
C -2.00 0.01 1.41
C -0.43 -0.53 -0.60
C -0.63 0.47 -1.76
C 0.71 1.15 -2.17
H 1.46 1.55 -0.09
H 2.08 1.66 1.55
H 0.57 -0.01 2.54
H -3.07 -0.31 1.03
H -2.06 0.37 2.41
H 0.47 -0.86 -0.42
H -1.17 -1.35 -0.72
H -1.41 1.23 -1.53
H -0.79 -0.20 -2.65
H 1.47 0.33 -2.30
H 1.31 1.65 -1.41
H 0.75 1.75 -3.04
O 0.70 -2.92 1.76
H 0.79 -3.54 1.04
H 0.44 -2.06 1.61
```

Values from the calculation:
ΔE to the lowest compared entry with this formula, charge and spin = 86.9 kcal per mole
F_max = 7.19 eV/A
SMILES = C=CC(=C)CCC.O
Kohn-Sham gap = 9.96 eV
Highest occupied orbital energy = -0.334 Ha
E_tot = -9530.0002 eV
LUMO level = 0.86 eV

Results of the Löwdin charge analysis, in e, for atoms 1 through 2:
1 C 0.04
2 C -0.18


(2)
Molecular formula: C30H65AlCl19O5P2
Method: DFT, wB97M-V/def2-TZVPD

```
122
Properties=species:S:1:pos:R:3
C 1.86 -1.07 1.41
C 0.94 -0.77 0.24
O 1.67 -0.71 -1.00
P 1.51 0.54 -2.01
O 2.19 0.22 -3.28
C -0.26 0.77 -2.24
C -0.75 2.21 -2.46
Al -0.67 3.43 -0.85
C -2.48 4.00 -0.16
C -3.02 2.98 0.86
C -2.91 1.55 0.32
C -3.88 0.53 0.91
C -3.87 -0.76 0.07
O -3.41 -1.88 0.83
C -2.44 -2.68 0.20
P 0.48 5.51 -1.38
O -0.73 6.29 -2.27
Cl 1.72 4.97 -2.96
O 2.19 1.81 -1.34
C 2.68 1.88 0.01
C 3.05 3.30 0.34
H 2.88 -0.82 1.13
H 1.61 -0.47 2.28
H 1.86 -2.13 1.67
H 0.39 0.16 0.40
H 0.20 -1.57 0.12
H -0.82 0.31 -1.42
H -0.41 0.15 -3.12
H -0.24 2.65 -3.32
H -1.81 2.15 -2.75
H 0.08 2.65 0.36
H -2.46 5.00 0.31
H -3.21 4.06 -0.98
H -4.08 3.17 1.09
H -2.48 3.06 1.81
H -3.08 1.60 -0.76
H -1.89 1.19 0.47
H -4.88 0.95 0.94
H -3.56 0.26 1.92
H -3.21 -0.61 -0.79
H -4.87 -0.98 -0.31
H -1.57 -2.75 0.86
H -2.12 -2.27 -0.76
H -2.80 -3.70 0.04
H -1.55 6.23 -1.75
H 1.90 1.57 0.71
H 3.53 1.20 0.12
H 3.67 3.73 -0.46
H 2.14 3.89 0.39
H 3.58 3.32 1.29
Cl -4.85 1.25 -2.70
C -6.37 0.37 -3.02
C -7.58 1.25 -2.86
Cl -7.83 1.73 -1.16
H -6.41 -0.47 -2.33
H -6.32 0.00 -4.04
H -8.47 0.70 -3.17
H -7.49 2.16 -3.45
Cl 0.30 4.44 3.55
C 1.55 4.58 4.82
C 2.92 4.18 4.33
Cl 3.03 2.43 4.02
H 1.23 3.97 5.66
H 1.56 5.62 5.13
H 3.66 4.41 5.10
H 3.18 4.70 3.41
Cl -3.85 -6.70 0.59
C -3.75 -7.02 -1.16
C -2.33 -7.03 -1.65
Cl -1.58 -5.42 -1.57
H -4.33 -6.25 -1.67
H -4.21 -7.99 -1.34
H -2.31 -7.34 -2.70
H -1.72 -7.72 -1.07
Cl -11.75 0.05 -3.38
C -12.07 -0.57 -1.73
C -10.94 -0.27 -0.79
Cl -9.47 -1.19 -1.20
H -12.26 -1.63 -1.81
H -12.98 -0.07 -1.38
H -11.22 -0.55 0.22
H -10.67 0.78 -0.81
Cl -0.32 7.67 7.41
C 0.90 7.84 8.69
C 2.27 7.43 8.22
Cl 2.37 5.68 7.89
H 0.58 7.23 9.54
H 0.92 8.89 8.99
H 3.01 7.66 8.98
H 2.54 7.95 7.30
Cl 0.80 -6.09 -4.23
C 1.75 -5.67 -2.78
C 3.23 -5.81 -3.02
Cl 3.72 -7.52 -3.23
H 1.41 -6.31 -1.97
H 1.52 -4.64 -2.54
H 3.78 -5.43 -2.15
H 3.55 -5.27 -3.90
Cl 7.51 4.20 5.38
C 7.45 3.12 6.81
C 6.17 2.33 6.86
Cl 4.75 3.36 7.16
H 7.56 3.75 7.69
H 8.30 2.45 6.74
H 6.22 1.61 7.68
H 5.99 1.80 5.93
Cl 5.29 0.08 -6.62
C 4.69 -0.51 -5.04
C 5.65 -0.23 -3.92
Cl 7.16 -1.19 -4.04
H 4.49 -1.57 -5.14
H 3.75 0.01 -4.82
H 5.17 -0.49 -2.98
H 5.93 0.82 -3.89
Cl 8.61 -10.44 -5.70
C 6.91 -9.95 -5.46
C 6.57 -9.78 -4.00
Cl 6.58 -11.33 -3.12
H 6.28 -10.71 -5.93
H 6.77 -9.00 -5.98
H 5.56 -9.37 -3.92
H 7.27 -9.11 -3.51
```

Values from the calculation:
ΔE to the lowest compared entry with this formula, charge and spin = 6.4 kcal per mole
F_max = 0.63 eV/A
Kohn-Sham gap = 5.62 eV
Net charge = -1
Highest occupied orbital energy = -0.143 Ha
E_tot = -305509.7596 eV
LUMO level = 1.73 eV

Results of the Löwdin charge analysis, in e, for atoms 1 through 2:
1 C -0.06
2 C -0.28


Q: Look up the Kohn-Sham gap of the second one.
A: 5.62 eV


Q: highest occupied orbital energy of number 1 (C7H14O)?
A: -0.334 Ha


Q: Which formula does entry 2 have?
A: C30H65AlCl19O5P2


Q: ΔE to the lowest compared entry with this formula, charge and spin of number 2 (C30H65AlCl19O5P2)?
A: 6.4 kcal per mole